# 1
DFT (ωB97M-V/def2-TZVPD) results for a molecular structure, C8H25O13PPd in a non-equilibrium geometry.

Last column: Mulliken spin population.
CARTESIAN COORDINATES (ANGSTROEM)
Pd  -1.154  0.044  -0.022  1.39
O  -0.038  1.558  0.969  0.08
H  0.079  1.752  1.893  0.00
P  -0.265  -2.504  -0.720  -0.01
O  -1.516  -1.690  -1.245  0.14
O  0.322  -1.385  0.289  0.29
O  0.862  -2.710  -1.721  0.02
O  -0.580  -3.771  0.100  0.01
C  4.354  1.097  -0.914  0.00
C  2.993  1.527  -0.478  0.00
O  2.574  0.664  0.550  0.00
O  4.291  -0.235  -1.399  0.00
H  5.072  1.171  -0.083  0.00
H  4.764  1.701  -1.746  0.00
H  2.270  1.474  -1.306  0.00
H  3.037  2.579  -0.117  0.00
H  1.589  0.869  0.685  0.00
H  4.954  -0.341  -2.081  0.00
C  -0.472  2.645  -2.098  0.01
C  -1.246  3.116  -3.294  0.00
O  -0.743  2.485  -4.474  0.00
O  -0.650  1.242  -1.886  0.03
H  -0.792  3.116  -1.169  0.00
H  0.607  2.798  -2.233  0.00
H  -1.169  4.211  -3.390  0.00
H  -2.313  2.899  -3.118  0.00
H  -1.081  2.968  -5.231  0.00
H  -0.598  0.761  -2.727  0.00
C  1.673  -3.555  2.815  0.00
C  0.769  -2.415  3.327  0.00
O  1.190  -1.161  2.853  0.00
O  1.915  -3.569  1.446  0.00
H  1.314  -4.533  3.207  0.00
H  2.628  -3.376  3.336  0.00
H  0.838  -2.472  4.434  0.00
H  -0.290  -2.573  3.068  0.00
H  0.574  -1.038  2.083  0.00
H  1.067  -3.715  0.950  0.00
C  -3.474  0.058  1.804  -0.01
C  -4.222  0.158  0.475  0.00
O  -3.374  0.774  -0.533  0.00
O  -2.348  -0.790  1.704  0.05
H  -4.147  -0.429  2.525  0.00
H  -3.179  1.062  2.097  0.00
H  -5.152  0.741  0.580  0.00
H  -4.530  -0.821  0.085  0.00
H  -3.900  1.346  -1.102  0.00
H  -2.506  -1.738  1.808  0.00

Multiplicity: 3
Net charge: -2
Lowest unoccupied orbital energy (alpha / beta) in eV: 4.2080 / 4.1973
Kohn-Sham gap (alpha / beta) in eV: 4.00 / 4.14

# 2
DFT (ωB97M-V/def2-TZVPD) results for 10 unconnected molecules or ions with the total composition C78H174N10O14 in a non-equilibrium geometry.

Last column: Mulliken charge in e.
CARTESIAN COORDINATES (ANGSTROEM)
C  7.142  -0.401  -0.246  -1.97
C  6.661  -0.878  -1.607  2.00
C  6.944  0.217  -2.634  -1.20
C  8.423  0.262  -3.172  -0.79
C  8.894  -1.095  -3.623  -1.18
C  8.738  -2.175  -2.568  1.32
N  7.412  -2.110  -1.912  0.70
O  7.261  -3.203  -0.988  -0.45
C  8.970  -3.486  -3.231  -2.02
C  9.906  -1.929  -1.554  -1.76
C  5.175  -1.228  -1.680  -1.24
H  7.073  -1.214  0.477  0.36
H  6.570  0.495  -0.006  0.49
H  8.190  -0.103  -0.209  0.32
H  6.208  0.158  -3.436  0.44
H  6.930  1.181  -2.127  0.25
H  9.110  0.778  -2.502  0.39
H  8.383  0.975  -3.995  0.34
H  9.927  -0.947  -3.936  0.47
H  8.301  -1.280  -4.519  0.30
H  8.136  -3.788  -3.865  0.43
H  9.892  -3.571  -3.806  0.42
H  8.928  -4.324  -2.535  0.34
H  10.859  -2.044  -2.071  0.48
H  9.906  -0.909  -1.169  0.37
H  9.987  -2.677  -0.765  0.30
H  4.725  -1.333  -2.667  0.42
H  4.575  -0.505  -1.128  0.11
H  5.090  -2.118  -1.056  0.06
H  6.387  -3.526  -1.220  0.22
C  -9.871  4.075  1.567  -1.74
C  -8.834  4.474  2.672  1.63
C  -9.035  3.547  3.900  -1.13
C  -8.479  2.071  3.719  -1.06
C  -7.009  2.122  3.253  0.04
C  -6.778  3.031  2.009  1.80
N  -7.411  4.409  2.274  0.40
O  -7.075  5.322  1.232  -0.49
C  -5.251  3.215  1.949  -1.77
C  -7.301  2.272  0.790  -1.81
C  -9.226  5.913  3.104  -1.97
H  -10.878  4.442  1.766  0.45
H  -10.033  3.003  1.451  0.26
H  -9.459  4.373  0.602  0.33
H  -8.510  3.934  4.773  0.19
H  -10.101  3.548  4.129  0.45
H  -9.191  1.574  3.060  0.36
H  -8.587  1.536  4.663  0.49
H  -6.670  1.121  2.985  -0.13
H  -6.416  2.528  4.072  0.01
H  -4.620  2.329  2.011  -0.08
H  -4.993  3.672  0.993  0.63
H  -4.852  3.911  2.687  0.45
H  -6.620  1.446  0.587  0.41
H  -8.333  1.922  0.759  0.29
H  -7.309  2.858  -0.130  0.42
H  -8.516  6.284  3.843  0.37
H  -10.252  5.999  3.465  0.42
H  -9.236  6.613  2.269  0.45
H  -6.716  6.027  1.777  0.35
C  7.077  3.765  -6.539  -1.96
C  5.712  4.482  -6.577  1.50
C  4.900  3.538  -7.552  -1.41
C  3.322  3.778  -7.596  -1.31
C  2.856  3.657  -6.198  0.25
C  3.581  4.475  -5.084  1.81
N  5.063  4.528  -5.221  0.61
O  5.704  5.376  -4.380  -0.52
C  3.029  5.959  -5.141  -1.67
C  3.267  3.791  -3.728  -1.74
C  5.843  5.824  -7.242  -1.56
H  7.043  2.690  -6.363  0.31
H  7.653  4.167  -5.705  0.44
H  7.659  3.912  -7.449  0.39
H  5.282  3.791  -8.541  0.53
H  5.113  2.485  -7.365  0.31
H  2.775  3.125  -8.276  0.41
H  3.114  4.774  -7.985  0.44
H  2.874  2.592  -5.966  -0.34
H  1.818  3.976  -6.110  0.08
H  3.561  6.709  -4.556  0.31
H  3.085  6.300  -6.175  0.41
H  1.980  6.015  -4.847  0.40
H  2.209  3.645  -3.511  -0.21
H  3.646  2.786  -3.542  0.35
H  3.732  4.438  -2.985  0.65
H  6.396  6.482  -6.572  0.37
H  4.850  6.257  -7.121  0.32
H  6.238  6.006  -8.242  0.38
H  5.993  4.776  -3.688  0.38
C  -3.686  -5.946  0.253  -1.38
C  -2.427  -5.349  -0.436  1.94
C  -1.767  -6.363  -1.490  -0.80
C  -2.418  -6.329  -2.804  -0.87
C  -2.467  -4.904  -3.332  -1.18
C  -3.268  -3.901  -2.446  1.78
N  -2.631  -4.015  -1.120  0.28
O  -2.880  -2.980  -0.280  0.28
C  -3.055  -2.555  -3.151  -2.40
C  -4.712  -4.268  -2.488  -1.95
C  -1.296  -5.108  0.561  -1.72
H  -3.787  -5.471  1.229  0.15
H  -3.647  -7.024  0.413  0.33
H  -4.642  -5.698  -0.207  0.26
H  -0.729  -6.097  -1.690  -0.04
H  -1.831  -7.318  -0.969  0.61
H  -3.343  -6.905  -2.843  0.34
H  -1.801  -6.822  -3.555  0.43
H  -2.845  -4.862  -4.353  0.47
H  -1.420  -4.601  -3.331  0.31
H  -3.668  -2.462  -4.047  0.46
H  -3.340  -1.758  -2.464  0.40
H  -2.066  -2.166  -3.394  0.49
H  -5.116  -4.042  -3.475  0.52
H  -4.959  -5.324  -2.378  0.34
H  -5.230  -3.561  -1.840  0.36
H  -0.383  -4.764  0.075  0.09
H  -1.159  -6.048  1.097  0.64
H  -1.498  -4.307  1.271  -0.04
H  -2.029  -2.561  -0.135  0.02
C  -1.248  2.923  1.358  -1.84
C  -0.906  1.798  0.309  3.74
C  0.034  2.436  -0.717  -2.09
C  0.678  1.458  -1.689  0.76
C  1.552  0.575  -0.882  -1.55
C  0.881  -0.170  0.413  1.48
N  -0.124  0.750  0.999  0.40
O  -0.785  0.204  2.022  0.76
C  0.353  -1.569  -0.056  -2.00
C  2.125  -0.507  1.293  -2.06
C  -2.241  1.272  -0.310  -1.38
H  -0.471  3.165  2.083  -0.11
H  -2.074  2.538  1.955  -0.05
H  -1.584  3.923  1.081  0.44
H  -0.480  3.146  -1.365  0.30
H  0.790  3.066  -0.250  0.50
H  1.219  1.894  -2.529  -0.28
H  -0.025  0.851  -2.260  -0.35
H  2.384  1.199  -0.558  0.43
H  1.963  -0.184  -1.548  0.45
H  -0.272  -1.540  -0.948  0.55
H  1.144  -2.206  -0.453  0.23
H  -0.121  -2.121  0.755  0.50
H  1.800  -1.162  2.101  0.43
H  2.980  -1.037  0.873  0.03
H  2.493  0.382  1.805  0.52
H  -2.081  0.883  -1.315  -0.05
H  -3.103  1.928  -0.431  0.33
H  -2.577  0.341  0.148  -0.16
H  -0.597  0.874  2.683  -0.25
C  2.376  -5.749  -0.404  -3.02
C  3.707  -6.418  -0.190  2.56
C  3.515  -7.882  0.092  -1.41
C  4.683  -8.861  -0.134  -1.02
C  5.328  -8.619  -1.513  -1.63
C  5.560  -7.140  -1.856  2.00
N  4.449  -6.227  -1.500  -0.13
O  4.744  -4.907  -1.809  -0.04
C  6.831  -6.765  -1.136  -1.25
C  5.648  -7.082  -3.395  -1.70
C  4.438  -5.700  1.039  -1.46
H  1.703  -5.850  0.447  0.53
H  1.867  -6.263  -1.219  0.51
H  2.324  -4.687  -0.644  0.47
H  3.262  -7.957  1.149  0.40
H  2.645  -8.314  -0.401  0.39
H  4.333  -9.884  0.006  0.48
H  5.388  -8.734  0.688  0.38
H  4.601  -8.992  -2.234  0.50
H  6.165  -9.267  -1.774  0.55
H  7.102  -5.724  -1.311  -0.12
H  6.613  -6.600  -0.080  0.23
H  7.745  -7.331  -1.314  0.47
H  4.687  -6.827  -3.843  0.41
H  6.298  -6.328  -3.840  0.28
H  5.858  -8.081  -3.775  0.41
H  3.778  -5.830  1.896  0.40
H  4.462  -4.645  0.766  0.17
H  5.428  -5.939  1.428  0.39
H  4.225  -4.874  -2.616  0.25
C  -3.088  3.745  -3.378  -0.57
O  -2.385  4.339  -4.437  -0.52
C  -1.076  3.804  -4.829  0.00
C  -1.093  2.344  -5.159  -0.78
N  0.208  1.725  -5.363  0.39
C  0.241  0.298  -5.524  -0.43
C  1.706  -0.175  -5.722  -0.77
O  2.188  0.124  -7.072  -0.38
C  3.481  -0.278  -7.369  -0.61
H  -2.457  3.525  -2.517  0.13
H  -3.285  2.722  -3.700  0.35
H  -4.069  4.192  -3.216  0.36
H  -0.514  4.086  -3.939  0.05
H  -0.740  4.385  -5.688  0.23
H  -1.781  2.206  -5.993  0.33
H  -1.702  1.777  -4.454  0.20
H  0.511  2.157  -6.225  0.26
H  -0.259  -0.125  -6.396  0.37
H  -0.170  -0.165  -4.627  -0.02
H  1.698  -1.265  -5.728  0.72
H  2.433  0.132  -4.971  0.22
H  3.826  -0.130  -8.393  0.28
H  3.644  -1.342  -7.194  0.35
H  4.168  0.257  -6.714  0.11
C  -4.461  -0.310  3.003  -0.27
O  -4.138  -1.500  3.752  -0.31
C  -4.068  -2.649  2.980  -0.06
C  -3.776  -3.857  3.941  -0.98
N  -5.002  -4.420  4.420  -0.18
C  -4.823  -5.630  5.212  -0.49
C  -6.076  -6.118  5.875  -0.57
O  -6.011  -7.536  6.012  -0.36
C  -6.574  -8.251  4.908  -0.67
H  -5.389  -0.469  2.454  0.60
H  -3.552  -0.145  2.426  0.14
H  -4.560  0.512  3.713  -0.22
H  -3.276  -2.555  2.237  -0.18
H  -5.024  -2.822  2.485  0.37
H  -3.141  -3.572  4.779  0.44
H  -3.101  -4.542  3.428  0.45
H  -5.600  -3.758  4.893  0.25
H  -4.032  -5.613  5.962  0.23
H  -4.458  -6.433  4.572  0.25
H  -6.991  -5.846  5.347  0.36
H  -6.120  -5.636  6.852  0.36
H  -6.632  -9.299  5.202  0.26
H  -5.949  -8.199  4.017  0.24
H  -7.558  -7.927  4.568  0.30
C  -2.546  7.044  8.313  -0.74
O  -1.804  6.789  7.075  -0.45
C  -2.114  5.481  6.565  -0.97
C  -1.344  5.265  5.278  0.35
N  -0.001  4.687  5.638  -0.07
C  0.931  4.583  4.560  0.20
C  1.100  5.946  3.736  -0.91
O  0.076  6.082  2.736  -0.08
C  -0.055  7.386  2.226  -0.90
H  -1.954  6.503  9.051  0.32
H  -3.564  6.656  8.354  0.20
H  -2.524  8.124  8.459  0.29
H  -3.169  5.469  6.292  0.32
H  -1.853  4.788  7.365  0.56
H  -1.348  6.207  4.730  0.10
H  -1.982  4.582  4.717  0.04
H  0.505  5.042  6.437  0.30
H  0.632  3.948  3.726  -0.89
H  1.862  4.124  4.889  0.63
H  2.093  6.100  3.314  0.47
H  0.989  6.840  4.350  0.46
H  0.885  7.838  1.910  0.34
H  -0.522  8.050  2.954  0.32
H  -0.587  7.349  1.275  0.20
C  1.858  1.052  4.474  -0.61
O  0.620  0.517  4.687  -0.38
C  -0.293  1.275  5.376  -0.20
C  -1.553  0.459  5.770  -0.14
N  -2.504  1.073  6.678  -0.52
C  -3.130  2.258  6.047  0.80
C  -4.395  2.614  6.872  -1.24
O  -5.154  3.656  6.251  -0.06
C  -5.968  4.386  7.138  -0.92
H  2.477  0.221  4.136  0.21
H  2.276  1.412  5.414  0.43
H  1.755  1.887  3.781  0.12
H  -0.568  2.115  4.738  -0.34
H  0.113  1.754  6.267  0.68
H  -1.194  -0.466  6.222  0.38
H  -2.056  0.177  4.845  -0.04
H  -3.293  0.443  6.655  0.39
H  -3.553  2.093  5.056  -0.22
H  -2.473  3.121  6.153  -0.24
H  -4.081  2.927  7.867  0.48
H  -5.057  1.756  6.991  0.51
H  -5.314  4.834  7.887  0.33
H  -6.620  3.688  7.662  0.39
H  -6.658  5.084  6.664  0.16

Structure (SMILES): CC1(C)CCCC(C)(C)N1O.CC1(C)CCCC(C)(C)N1O.CC1(C)CCCC(C)(C)N1O.CC1(C)CCCC(C)(C)N1O.CC1(C)CCCC(C)(C)N1O.CC1(C)CCCC(C)(C)N1O.COCCNCCOC.COCCNCCOC.COCCNCCOC.COCCNCCOC
Net charge: 0
Lowest unoccupied orbital energy in eV: 0.2326
Kohn-Sham gap in eV: 7.98

no.,molar mass (g/mol),electronic energy (eV)
1,466.7,-48085.7442
2,1476.3,-127255.4114